(1)
7
Properties=species:S:1:pos:R:3 method="wB97M-V/def2-TZVPD" relative_energy_ev=3.945 homo_energy_ev="-17.515 / -17.451" max_force_ev_per_a=4.4 charge=+1 homo_lumo_gap_ev="7.83 / 7.67" spin_multiplicity=1 mol_weight_g_mol=99.01
H 0.5130 0.8104 -0.0773
F -3.2901 -0.1605 -1.2392
C -3.6018 -0.3396 -0.0421
F -4.8424 -0.1877 0.3005
O -0.3970 0.9160 -0.4021
O -2.7351 -0.4178 0.8759
O -1.4294 -0.3923 0.9993



(2)
49
Properties=species:S:1:pos:R:3 method="wB97M-V/def2-TZVPD" relative_energy_ev=0.000 homo_energy_ev=-8.038 max_force_ev_per_a=1.0 charge=0 homo_lumo_gap_ev=7.47 spin_multiplicity=1 mol_weight_g_mol=422.87
C 0.6447 -1.9676 1.6166
H 0.6758 -1.5818 -1.7288
H -6.6337 -2.0001 -1.3373
H -6.5351 -0.0503 1.0314
H -0.6699 -2.5352 -1.0249
C 0.1163 2.9769 0.1792
H -3.5462 -1.8762 -0.4940
N 1.3688 0.4985 -0.4517
H 5.3464 2.5466 -0.3348
H -0.2968 -1.4866 1.8359
O -0.3156 4.0777 0.4458
C -2.0538 -0.6610 -0.3865
N 1.5420 2.8078 0.0184
H 1.7733 4.8141 0.4046
N -0.6595 -0.5637 -0.5051
C 0.0380 0.5737 -0.3212
C -2.7382 0.5899 -0.0574
C 2.3214 3.9115 0.1763
C 4.0870 0.1417 -0.6948
H -6.6847 0.4189 -0.6715
C -0.6274 1.7711 -0.0049
C 2.1977 -2.8394 0.0381
C 2.0895 1.5807 -0.2785
C -6.8877 -1.7156 -0.3195
C 2.6799 -2.9786 2.3780
C 0.9915 -2.1929 0.2897
H 3.6314 -0.2722 -1.5910
H 5.1635 0.2012 -0.8253
C 3.6690 3.8458 0.0506
C -6.3027 -0.3541 0.0046
H -2.5505 2.6577 0.3681
H 3.9700 -3.7260 0.8356
H -7.9685 -1.6806 -0.2195
N -2.5407 -1.8219 -0.5748
C -4.2037 0.6992 0.1088
H 4.2687 4.7314 0.1765
H 1.1853 -2.1611 3.6739
O -4.8842 -0.4302 -0.1413
C 0.0850 -1.7664 -0.8290
C 3.5105 1.4842 -0.4026
O -4.7567 1.7223 0.4404
H -6.4922 -2.4661 0.3601
Cl 2.6801 -3.1839 -1.5889
C 1.4770 -2.3504 2.6520
H 3.3356 -3.2788 3.1808
C 4.2726 2.6052 -0.2414
C 3.0400 -3.2297 1.0664
C -2.0312 1.7424 0.1222
H 3.8562 -0.5417 0.1207



(3)
29
Properties=species:S:1:pos:R:3 method="wB97M-V/def2-TZVPD" relative_energy_ev=0.000 homo_energy_ev=-13.991 max_force_ev_per_a=0.4 charge=+1 homo_lumo_gap_ev=11.40 spin_multiplicity=1 mol_weight_g_mol=151.23
H -0.5536 -1.2905 1.2053
H -2.5370 -0.9880 -1.1084
H -0.4856 0.9946 1.4944
C -1.4293 -1.5925 0.6222
H 0.5236 1.7933 -1.2071
H 1.2549 1.7088 -3.7767
H -1.1932 -2.5824 0.2237
N 0.5481 1.3723 -0.2805
C -2.6444 -1.7192 1.5428
H 2.6737 0.8492 -1.6523
H 3.3416 -0.1979 -0.4208
H -3.5330 -2.0006 0.9778
H -2.8640 -0.7726 2.0389
H -2.1488 1.4010 -1.0456
O 1.5808 2.0442 -2.9277
C -0.6717 1.4570 0.5253
C -1.6568 -0.6477 -0.5594
H 1.9024 2.9396 -3.0852
N 2.5927 0.4007 -0.7475
H 3.4328 -2.3387 1.4260
H 4.0598 -1.1664 2.1772
O 3.4464 -1.3763 1.4647
H -2.4463 -2.4634 2.3122
H -0.8704 2.5099 0.7155
H -0.8264 -0.7154 -1.2660
H 1.5359 0.0775 0.9721
C 1.5474 0.5900 0.0200
H -2.7090 0.8974 0.5262
C -1.8706 0.8159 -0.1669